Record 1
49
Properties=species:S:1:pos:R:3 method="wB97M-V/def2-TZVPD" smiles="CC(C)[C@@H]1CCC[N@H+]1[C@H](/C=C/N(C)C)c1ccccc1" e_lumo_ev=-2.05 e_homo_ev=-10.86 e_above_lowest_kj_mol=72.4 e_tot_ha=-812.52114 total_charge=+1 mol_weight_g_mol=273.4
C 1.227 -3.816 -2.076
C 1.553 -2.669 -1.103
C 1.555 -3.195 0.329
C 0.579 -1.539 -1.421
C 1.038 -0.936 -2.784
C 1.450 0.504 -2.531
C 1.746 0.602 -1.010
N 0.675 -0.327 -0.378
C -0.532 0.499 -0.005
C -0.291 1.658 1.017
C 0.058 2.930 0.648
N 0.229 3.978 1.492
C 0.884 5.192 1.019
C -0.203 3.962 2.886
C -1.645 -0.474 0.560
C -2.693 -0.793 -0.298
C -3.746 -1.585 0.162
C -3.744 -2.103 1.455
C -2.753 -1.683 2.335
C -1.682 -0.872 1.894
H 0.170 -4.129 -1.988
H 1.407 -3.529 -3.124
H 1.861 -4.690 -1.854
H 2.579 -2.305 -1.309
H 0.544 -3.426 0.706
H 2.135 -4.134 0.306
H 2.082 -2.526 1.024
H -0.463 -1.885 -1.519
H 1.947 -1.455 -3.129
H 0.317 -1.059 -3.599
H 2.368 0.810 -3.077
H 0.673 1.229 -2.870
H 2.744 0.173 -0.699
H 1.627 1.628 -0.650
H 0.944 -0.692 0.550
H -0.875 0.959 -0.962
H -0.685 1.552 2.031
H 0.282 3.164 -0.411
H 0.850 5.946 1.811
H 1.933 4.995 0.754
H 0.368 5.576 0.129
H 0.065 4.941 3.322
H -1.305 3.841 2.943
H 0.282 3.160 3.454
H -2.714 -0.375 -1.312
H -4.541 -1.847 -0.534
H -4.573 -2.708 1.801
H -2.771 -2.033 3.374
H -0.958 -0.514 2.642


Record 2
86
Properties=species:S:1:pos:R:3 method="wB97M-V/def2-TZVPD" e_lumo_ev="-3.60 / -4.15" e_homo_ev="-9.42 / -10.69" e_above_lowest_kj_mol=82.2 e_tot_ha=-3444.37298 spin_multiplicity=2 total_charge=+1 mol_weight_g_mol=814.0
Zr -0.724 0.419 -0.466
C 4.244 -0.957 4.408
C 2.867 -1.020 4.564
C 2.035 -0.524 3.574
C 2.579 0.050 2.425
C 3.961 0.122 2.275
C 4.787 -0.383 3.267
P 1.414 0.743 1.199
C 2.590 1.025 -0.182
C 3.017 2.283 -0.593
C 4.017 2.397 -1.548
C 4.610 1.262 -2.082
C 4.188 0.003 -1.676
C 3.179 -0.115 -0.737
C 1.094 2.423 1.843
C 1.939 3.042 2.730
C 1.635 4.320 3.229
C 0.470 4.936 2.873
C -0.431 4.319 1.976
C -1.661 4.926 1.631
C -2.499 4.321 0.740
C -2.140 3.097 0.139
C -0.961 2.431 0.448
C -0.106 3.057 1.409
H 4.894 -1.358 5.174
H 2.443 -1.458 5.457
H 0.958 -0.571 3.690
H 4.394 0.577 1.395
H 5.861 -0.324 3.146
H 2.586 3.173 -0.150
H 4.348 3.378 -1.863
H 5.418 1.358 -2.796
H 4.651 -0.885 -2.089
H 2.875 -1.095 -0.383
H 2.848 2.552 3.055
H 2.322 4.802 3.912
H 0.217 5.909 3.277
H -1.928 5.870 2.089
H -3.444 4.782 0.482
H -2.825 2.698 -0.598
C -6.122 0.455 2.039
C -5.522 0.858 0.710
O -5.046 -0.325 0.017
P -3.514 -0.611 -0.246
S -2.885 0.349 -1.922
S -2.434 -0.284 1.414
O -3.488 -2.165 -0.529
C -4.271 -2.747 -1.608
C -3.350 -3.525 -2.519
H -6.480 1.340 2.564
H -5.372 -0.040 2.656
H -6.957 -0.228 1.887
H -4.697 1.560 0.853
H -6.264 1.312 0.056
H -4.796 -1.962 -2.153
H -5.005 -3.399 -1.137
H -2.601 -2.868 -2.962
H -3.937 -3.979 -3.318
H -2.843 -4.318 -1.968
O -0.646 -7.159 1.159
C -0.281 -6.795 -0.081
O -0.135 -7.624 -0.933
C -0.070 -5.335 -0.349
C -0.421 -4.308 0.520
C -0.269 -2.989 0.141
C 0.206 -2.644 -1.128
C 0.643 -3.682 -1.962
C 0.490 -4.997 -1.580
N 0.222 -1.288 -1.497
C 0.672 -0.929 -2.703
C 0.709 0.429 -3.060
C 1.292 0.869 -4.266
C 1.332 2.203 -4.557
C 0.771 3.120 -3.648
C 0.217 2.649 -2.490
N 0.186 1.336 -2.164
H -0.679 -6.419 1.772
H -0.845 -4.504 1.498
H -0.518 -2.211 0.846
H 1.098 -3.466 -2.919
H 0.785 -5.804 -2.237
H 1.031 -1.650 -3.426
H 1.710 0.130 -4.937
H 1.797 2.556 -5.468
H 0.783 4.181 -3.848
H -0.219 3.321 -1.765


Record 3
115
Properties=species:S:1:pos:R:3 method="wB97M-V/def2-TZVPD" e_lumo_ev="-4.83 / -5.09" e_homo_ev="-10.44 / -10.44" e_above_lowest_kj_mol=0.0 e_tot_ha=-9382.53287 spin_multiplicity=2 total_charge=+1 mol_weight_g_mol=1273.8
W -0.556 -0.179 -0.707
C -4.278 -0.771 -4.181
C -4.165 -0.772 -2.652
C -5.177 -1.769 -2.083
C -4.382 0.589 -2.036
C -5.500 1.297 -2.478
C -5.893 2.486 -1.907
C -5.129 3.018 -0.884
C -3.979 2.385 -0.433
C -3.215 3.116 0.668
C -3.960 3.081 2.009
C -2.958 4.590 0.320
C -3.613 1.136 -1.000
N -2.514 0.414 -0.341
C -2.817 0.248 1.018
O -3.874 -0.044 1.500
C -1.648 0.565 1.913
C -1.882 0.692 3.266
C -0.807 0.961 4.081
C 0.434 1.121 3.492
C 0.594 1.040 2.116
N -0.460 0.762 1.317
C 1.989 1.484 1.671
O 2.843 1.527 2.546
N 2.168 1.957 0.444
C 3.084 2.645 -0.206
C 2.790 4.023 -0.597
C 3.466 4.533 -1.684
C 4.479 3.811 -2.317
C 4.944 2.619 -1.766
C 4.347 2.056 -0.662
C 5.176 1.074 0.146
C 5.728 1.842 1.360
C 4.573 -0.264 0.556
C 1.924 4.997 0.201
C 1.099 5.952 -0.699
C 1.067 4.476 1.353
H -3.848 -1.690 -4.584
H -5.322 -0.748 -4.499
H -3.786 0.081 -4.650
H -3.169 -1.109 -2.383
H -6.183 -1.520 -2.429
H -4.947 -2.784 -2.413
H -5.185 -1.756 -0.997
H -6.103 0.864 -3.265
H -6.795 2.985 -2.238
H -5.429 3.953 -0.428
H -2.242 2.636 0.797
H -4.841 3.725 1.963
H -4.301 2.082 2.273
H -3.321 3.460 2.810
H -3.887 5.161 0.351
H -2.283 5.035 1.055
H -2.537 4.719 -0.672
H -2.884 0.518 3.630
H -0.921 1.036 5.154
H 1.317 1.341 4.071
H 3.249 5.535 -2.029
H 4.978 4.236 -3.180
H 5.848 2.170 -2.159
H 6.030 0.850 -0.499
H 4.929 2.097 2.053
H 6.446 1.210 1.887
H 6.243 2.753 1.051
H 3.711 -0.156 1.212
H 4.296 -0.853 -0.316
H 5.326 -0.825 1.113
H 2.694 5.611 0.683
H 0.065 5.999 -0.356
H 1.486 6.970 -0.672
H 1.091 5.638 -1.744
H 0.260 3.819 1.018
H 1.657 3.953 2.103
H 0.608 5.337 1.843
O -2.214 3.063 -4.958
C -1.679 2.672 -3.793
C -1.261 3.590 -2.815
C -0.718 3.142 -1.632
N -0.611 1.824 -1.458
C -1.009 0.980 -2.366
Br -0.775 -2.048 -2.434
C -1.537 1.301 -3.583
H -2.330 4.020 -4.990
H -1.364 4.655 -2.985
H -0.379 3.801 -0.846
H -1.844 0.568 -4.312
O 2.215 -2.292 2.453
C 2.813 -3.057 1.510
C 3.670 -4.052 1.973
C 4.335 -4.870 1.083
C 4.166 -4.712 -0.292
C 3.342 -3.712 -0.755
C 2.658 -2.872 0.132
C 1.894 -1.761 -0.434
O 0.852 -1.239 0.220
N 2.253 -1.222 -1.534
N 1.482 -0.096 -1.835
C 1.902 0.376 -2.983
S 1.580 1.986 -3.520
C 2.010 1.649 -5.244
C 3.215 0.728 -5.231
S 2.964 -0.557 -3.978
H 1.409 -1.887 2.107
H 3.783 -4.168 3.042
H 4.985 -5.648 1.462
H 4.675 -5.366 -0.986
H 3.199 -3.564 -1.818
H 2.231 2.604 -5.717
H 1.156 1.191 -5.743
H 4.130 1.273 -5.001
H 3.334 0.224 -6.189
Cl -1.033 -2.348 2.719
Ge -1.511 -2.472 0.569
Cl -0.376 -4.247 0.106
Cl -3.533 -3.153 0.608


Record 4
10
Properties=species:S:1:pos:R:3 method="wB97M-V/def2-TZVPD" e_lumo_ev="-0.57 / -0.87" e_homo_ev="-8.11 / -8.94" e_above_lowest_kj_mol=383.2 e_tot_ha=-813.00735 mol_weight_g_mol=200.0
C 1.219 -0.513 0.661
C 0.031 -0.833 0.253
C -0.971 0.111 -0.283
S -0.801 1.790 0.005
I -2.991 -0.249 -0.124
H 1.837 -1.216 1.178
H 1.520 0.549 0.549
H -0.126 -1.957 0.121
H -0.166 0.176 -2.073
H 0.448 2.141 -0.288


Record 5
57
Properties=species:S:1:pos:R:3 method="wB97M-V/def2-TZVPD" e_lumo_ev=0.33 e_homo_ev=-8.11 e_above_lowest_kj_mol=2085.4 e_tot_ha=-1269.91573 mol_weight_g_mol=393.5
O 1.173 1.469 -3.542
H 1.798 0.804 -3.694
C 1.273 2.095 -2.351
C 1.387 1.361 -1.147
C 0.968 2.300 -0.199
C 0.833 1.663 1.285
N -0.122 0.738 1.201
C -1.580 0.893 1.090
C -2.496 -0.169 1.552
C -2.238 -0.808 2.683
C -2.975 -1.872 3.370
C -4.215 -2.119 2.648
C -4.731 -1.223 1.337
C -3.774 -0.335 1.093
N -4.198 0.288 -0.246
C -3.495 0.512 -1.337
C -4.417 1.295 -2.288
C -5.396 1.657 -1.396
N -5.413 0.967 -0.101
H -6.219 2.240 -1.556
H -4.162 1.312 -3.297
H -2.523 -0.093 -1.416
H -5.588 -1.394 1.190
H -4.893 -2.593 3.207
F -2.715 -2.784 4.292
H -1.311 -0.690 3.214
H -1.730 1.947 1.709
H -1.878 1.259 0.273
C 0.226 -0.298 0.194
C 0.369 0.326 -1.169
H -0.524 0.580 -1.509
H 0.704 -0.615 -1.996
H 1.011 -0.950 0.558
H -0.676 -1.080 -0.028
H 1.730 1.142 1.632
H 0.468 2.193 2.293
H 0.081 2.702 -0.349
H 1.874 3.268 0.343
C 2.896 0.812 -0.802
H 2.995 0.207 0.186
H 3.457 1.852 -0.581
C 3.700 0.136 -1.795
C 4.866 -0.600 -1.476
C 4.744 -1.748 -0.855
C 5.966 -2.523 -0.251
C 6.923 -1.766 -0.420
C 7.063 -0.495 -1.122
C 5.857 0.097 -1.656
H 6.036 0.777 -2.108
H 8.253 -0.105 -1.164
H 7.960 -2.314 0.018
H 5.781 -3.432 0.306
H 3.576 -2.459 -0.584
H 2.765 -0.663 -2.277
H 3.661 0.766 -2.766
H 0.578 2.971 -2.219
H 2.336 2.746 -2.622


Record 6
117
Properties=species:S:1:pos:R:3 method="wB97M-V/def2-TZVPD" e_lumo_ev="-3.81 / -2.89" e_homo_ev="-10.24 / -10.32" e_tot_ha=-4867.83708 spin_multiplicity=5 total_charge=+1 mol_weight_g_mol=887.7
Mn -0.797 -0.846 1.211
C -0.683 1.268 4.286
C 0.070 0.055 4.844
C -0.889 -0.796 5.681
C 1.214 0.571 5.726
P 0.654 -0.889 3.339
C 2.067 0.129 2.725
N 2.135 -0.003 1.290
B 1.182 -0.554 0.371
N 1.847 -0.811 -0.859
C 1.471 -1.676 -1.981
P 0.173 -1.049 -3.165
C -0.470 -2.668 -3.926
C 0.470 -3.874 -3.809
C -1.782 -2.997 -3.198
C -0.802 -2.483 -5.410
C 1.228 -0.182 -4.470
C 0.323 0.534 -5.479
C 1.976 0.904 -3.675
C 2.246 -1.028 -5.239
C 3.198 -0.456 -0.667
C 4.300 -0.586 -1.499
C 5.535 -0.147 -1.037
C 5.681 0.399 0.233
C 4.590 0.505 1.085
C 3.361 0.068 0.622
C 1.394 -2.564 3.705
C 2.335 -2.584 4.912
C 2.203 -2.969 2.464
C 0.259 -3.576 3.914
H -0.875 1.982 5.089
H -1.635 0.982 3.856
H -0.106 1.782 3.516
H -1.398 -0.147 6.397
H -0.368 -1.562 6.248
H -1.653 -1.279 5.070
H 0.782 1.045 6.610
H 1.808 1.329 5.217
H 1.877 -0.214 6.068
H 2.993 -0.250 3.172
H 1.964 1.164 3.059
H 1.166 -2.640 -1.586
H 2.380 -1.869 -2.545
H 0.586 -4.227 -2.785
H 1.458 -3.667 -4.222
H 0.044 -4.705 -4.376
H -1.704 -2.861 -2.117
H -2.048 -4.040 -3.382
H -2.600 -2.376 -3.563
H 0.082 -2.345 -6.034
H -1.488 -1.651 -5.572
H -1.311 -3.385 -5.757
H -0.354 1.226 -4.980
H -0.271 -0.150 -6.078
H 0.944 1.116 -6.164
H 1.360 1.316 -2.880
H 2.251 1.722 -4.344
H 2.894 0.532 -3.218
H 1.783 -1.578 -6.059
H 2.769 -1.752 -4.617
H 3.005 -0.375 -5.675
H 4.226 -1.025 -2.485
H 6.397 -0.239 -1.682
H 6.651 0.736 0.564
H 4.703 0.917 2.078
H 3.138 -1.851 4.827
H 2.802 -3.568 4.961
H 1.812 -2.427 5.852
H 3.108 -2.373 2.355
H 1.625 -2.913 1.537
H 2.501 -4.012 2.575
H -0.285 -3.393 4.834
H 0.690 -4.576 3.977
H -0.450 -3.576 3.082
S -1.731 -2.905 0.456
C -0.399 -3.918 0.316
N 0.502 -4.629 0.215
C -3.472 -0.507 2.738
Si -3.653 0.815 1.387
C -4.339 2.380 2.141
C -4.770 0.021 0.113
Sb -1.501 1.381 0.036
Si -0.240 3.604 0.586
C 0.508 3.780 2.290
C -1.402 5.051 0.345
C 1.188 3.549 -0.632
Si -2.747 2.170 -2.123
C -1.485 3.118 -3.122
C -3.372 0.734 -3.123
C -4.126 3.312 -1.583
H -4.342 -1.157 2.614
H -3.543 -0.049 3.723
H -2.615 -1.191 2.764
H -5.333 2.206 2.554
H -4.413 3.181 1.412
H -3.696 2.718 2.955
H -5.706 -0.264 0.597
H -4.316 -0.892 -0.278
H -5.015 0.660 -0.726
H -0.187 3.793 3.124
H 0.991 4.762 2.260
H 1.297 3.053 2.471
H -2.239 4.996 1.043
H -1.803 5.134 -0.656
H -0.861 5.974 0.560
H 1.462 2.528 -0.895
H 2.066 3.998 -0.162
H 0.991 4.093 -1.550
H -0.581 2.541 -3.278
H -1.216 4.079 -2.701
H -1.928 3.307 -4.103
H -2.553 0.033 -3.304
H -3.701 1.134 -4.085
H -4.207 0.201 -2.680
H -3.800 4.081 -0.893
H -4.972 2.793 -1.143
H -4.489 3.815 -2.482